Record 1
Density functional theory data (wB97M-V/def2-TZVPD) for one molecule with the formula C21H26N2O3.

Structure (XYZ):
```
52
Properties=species:S:1:pos:R:3:forces:R:3
C -6.626596 -0.706359 -0.413349 -0.4647 0.0907 -0.0048
O -5.371840 -1.333703 -0.539596 0.3403 0.0163 -0.0458
C -4.216417 -0.694328 -0.191373 0.1129 -0.0883 0.0155
C -3.089882 -1.512544 -0.212415 -0.2289 0.1833 -0.0079
C -1.834680 -1.036807 0.104491 -0.0291 0.1128 0.0356
C -1.669785 0.291003 0.463984 -0.0377 0.0343 0.1119
C -0.307359 0.836571 0.779196 0.0453 -0.0251 -0.3830
C 0.441703 1.186137 -0.509790 -0.0901 -0.0158 0.1752
N 1.779706 1.644459 -0.193138 0.0780 0.3146 0.1835
C 2.593699 1.962401 -1.351138 0.2785 0.2989 0.0923
C 4.081215 2.028889 -0.951340 -0.1067 -0.5851 -0.5076
O 4.268764 2.794800 0.210982 -0.0470 0.1724 0.4184
C 4.699281 0.617947 -0.787926 0.0743 0.7284 -0.2660
N 3.977351 -0.212173 0.131603 0.2644 -0.2490 0.0801
C 4.050842 -0.110669 1.494576 -0.0057 -0.0982 0.3132
C 3.182687 -0.975300 2.086266 0.0590 0.1776 0.1253
C 2.515921 -1.665959 1.038506 0.0881 0.1100 -0.3405
C 1.549411 -2.671088 1.009382 0.0115 -0.0130 -0.0728
C 1.126047 -3.144108 -0.211740 -0.0856 -0.1815 0.1022
C 1.648471 -2.636028 -1.404726 0.0314 0.0346 -0.1408
C 2.604883 -1.644019 -1.405097 0.0464 0.0498 -0.2056
C 3.038277 -1.156041 -0.177260 -0.3067 -0.3413 0.2571
C -2.784281 1.117728 0.480921 -0.0500 0.0204 0.0056
C -4.055338 0.657675 0.158905 -0.2179 0.0125 -0.0410
O -5.165952 1.472083 0.162462 0.1756 -0.4681 -0.1075
C -5.016967 2.817802 0.532591 0.0215 0.2078 0.0521
H -7.354568 -1.475203 -0.673704 0.0249 0.0640 0.0300
H -6.808139 -0.366755 0.608872 -0.0052 -0.0184 -0.0724
H -6.730396 0.138678 -1.097135 -0.0184 -0.0873 0.0759
H -3.238508 -2.544498 -0.488372 -0.0427 -0.1373 -0.0323
H -0.981345 -1.696239 0.078537 0.0848 -0.0725 0.0018
H 0.281995 0.094878 1.319763 0.0432 0.0434 0.0555
H -0.392380 1.731368 1.400390 0.0167 0.0123 0.0718
H 0.532799 0.286092 -1.124115 -0.0656 0.0232 -0.0118
H -0.137939 1.931470 -1.083672 0.0186 -0.1147 0.0088
H 1.713775 2.463549 0.406180 -0.0202 -0.0790 -0.1286
H 2.459405 1.172801 -2.092804 -0.0214 0.0071 -0.0571
H 2.306050 2.918184 -1.820790 0.0145 -0.1347 -0.0104
H 4.641627 2.549024 -1.736200 -0.0517 -0.1218 0.0414
H 3.790885 2.347453 0.922747 -0.0098 0.0445 -0.0125
H 5.725245 0.745256 -0.425175 -0.1030 -0.0771 -0.0888
H 4.733347 0.125880 -1.761582 0.0395 -0.0252 0.0564
H 4.755236 0.560348 1.951226 0.1348 0.1119 0.0267
H 3.035535 -1.116152 3.138756 0.0372 0.0100 0.2107
H 1.146181 -3.067128 1.930079 -0.0486 -0.0487 0.0757
H 0.382238 -3.926666 -0.258242 -0.0636 -0.0524 0.0146
H 1.293005 -3.032612 -2.344641 -0.0034 -0.0147 -0.0784
H 3.003756 -1.269334 -2.337268 0.0177 0.0297 -0.0803
H -2.647896 2.152326 0.754938 -0.0229 0.1226 0.0380
H -4.353300 3.356397 -0.152261 -0.0097 -0.0195 0.0471
H -4.643782 2.918577 1.557280 0.0061 0.0037 -0.0491
H -6.016657 3.246667 0.472158 0.0910 0.0315 0.0229
```
Positions in Å, forces in eV/Å.

Results
- LUMO (eV) = 0.8
- molecular weight (g/mol) = 354.450
- strongest force on any atom (hartree/bohr) = 0.0152
- gap between HOMO and LUMO (eV) = 8.5
- total charge = 0

Results of the Löwdin charge analysis, in e, for atoms 1 through 8:
1. C -0.081
2. O -0.073
3. C -0.201
4. C 0.008
5. C -0.030
6. C -0.234
7. C -0.133
8. C -0.214

Record 2
Density functional theory data (wB97M-V/def2-TZVPD) for C19H29N7PtS as an isolated structure in a non-equilibrium geometry.

Structure (XYZ):
```
57
Properties=species:S:1:pos:R:3:forces:R:3
Pt -0.151482 -1.448904 -1.006509 -0.1750 -0.9290 0.3965
C 4.781618 -1.569604 -1.544409 -0.0831 -0.0571 -0.2846
N 4.222418 -1.624604 -0.203709 0.1558 -0.0648 0.1179
C 5.149318 -1.534904 0.912691 0.1243 -0.0225 0.2123
C 2.885918 -1.708004 -0.024009 -0.1697 0.0079 -0.3713
N 2.023218 -1.812204 -0.986209 -0.0025 0.3453 -0.1036
N 2.488818 -1.644904 1.305491 0.8871 0.0173 0.2338
C 1.262418 -1.591304 1.916491 -1.0936 0.1537 -0.0926
N 1.330518 -1.553404 3.263391 0.2752 -0.0275 0.4709
N 0.146018 -1.512904 1.279591 0.1508 0.1166 -0.7576
H 5.861818 -1.482404 -1.474809 -0.0698 -0.0154 0.0250
H 4.415518 -0.694104 -2.085409 -0.0728 -0.0626 -0.0682
H 4.567918 -2.478304 -2.110809 -0.0592 0.0366 -0.0293
H 6.165018 -1.486904 0.528591 -0.1092 -0.0253 0.0433
H 5.092418 -2.423604 1.548591 0.0600 0.0770 0.0611
H 4.981018 -0.624304 1.496191 0.0595 -0.0808 0.0703
H 2.454618 -1.924204 -1.897009 0.0292 0.0790 0.1828
H 3.260518 -1.693704 1.955991 -0.2049 0.0626 -0.1354
H 2.188318 -1.703704 3.764591 -0.0081 -0.0846 0.0138
H 0.489118 -1.560504 3.813491 -0.0101 -0.0452 -0.0870
H -0.682782 -1.504204 1.865291 0.1225 -0.0072 -0.0998
C -2.191382 -3.755404 -2.426209 -0.0856 0.0538 0.3390
C -2.756282 -3.090204 -1.147609 0.1074 -0.7468 -0.2118
C -4.290382 -3.053804 -1.183609 0.4062 -0.0544 -0.0315
C -2.294682 -3.933104 0.063791 -0.0767 0.1650 -0.3502
C -2.179982 -1.739004 -1.040609 0.5634 1.5159 0.3040
H -2.439182 -4.814504 -2.438509 0.0195 -0.1385 -0.0713
H -1.095882 -3.645404 -2.442809 -0.2296 -0.1458 -0.1014
H -2.609782 -3.292604 -3.316809 0.0524 0.0715 -0.1107
H -4.681982 -4.064604 -1.255909 -0.1116 -0.1338 -0.0002
H -4.648182 -2.491504 -2.042109 -0.0440 0.0984 -0.0931
H -4.680782 -2.599704 -0.275309 -0.0758 0.0531 0.0793
H -2.673782 -4.946904 -0.030409 0.0122 -0.1894 0.0546
H -2.673182 -3.507004 0.987991 -0.0371 0.0619 0.2062
H -1.203282 -3.961104 0.106591 0.0334 -0.0980 0.0560
H -2.861282 -0.904304 -0.894109 -0.0940 0.0717 -0.0453
S -0.153082 5.372896 -0.931009 -0.5651 -0.6438 0.8720
C -0.140282 3.589796 -1.015509 0.1961 -0.8929 -0.4918
C -1.107982 2.899496 -1.744609 0.0549 0.8991 0.0346
C -1.008382 1.528096 -1.855009 0.3424 -0.4625 0.1346
N -0.019982 0.835196 -1.278709 -0.2145 0.1904 0.2767
C 0.908018 1.492396 -0.575709 -0.3114 -0.3054 -0.3144
C 0.890618 2.860696 -0.422109 -0.0130 0.8816 0.0319
C -1.121982 5.500596 0.583091 -0.0897 0.3036 0.1340
C -2.504882 5.552896 0.507991 -0.0958 0.0199 -0.5232
C -3.207282 5.662696 1.704291 0.2782 -0.0850 -0.5602
N -2.588382 5.709396 2.858691 -0.7483 0.1310 1.2069
C -1.280582 5.666696 2.945091 0.3655 -0.1061 -0.5096
C -0.481982 5.556996 1.811291 0.5309 0.0812 -0.1110
H -1.916082 3.423796 -2.227309 -0.1438 -0.0136 -0.1535
H -1.723082 0.960496 -2.438309 -0.0526 -0.0406 0.1085
H 1.703718 0.895796 -0.150309 -0.0377 -0.0169 0.0751
H 1.667218 3.357696 0.134991 0.1886 -0.0185 0.0959
H -3.021582 5.529996 -0.438109 -0.1429 0.0121 -0.0983
H -4.287382 5.717196 1.722591 -0.0540 -0.0091 -0.1115
H -0.852282 5.724696 3.936591 0.1268 -0.0066 0.0024
H 0.593418 5.538296 1.890191 0.1389 0.0235 0.0790
```
Positions in Å, forces in eV/Å.

Results
- LUMO (spin up / spin down) (eV) = -6.6 / -10.9
- spin multiplicity = 5
- molecular weight (g/mol) = 582.635
- strongest force on any atom (hartree/bohr) = 0.0320
- gap between HOMO and LUMO (spin up / spin down) (eV) = 4.6 / 3.0
- total charge = +2

Results of the Löwdin charge analysis, in e, for atoms 1 through 8:
1. Pt 1.136
2. C -0.023
3. N -0.143
4. C -0.031
5. C -0.425
6. N -0.009
7. N 0.158
8. C -0.498